{
  "formula": "C26H26BN11O6STi",
  "method": "wB97M-V/def2-TZVPD",
  "symbols": ["Ti", "N", "C", "S", "N", "N", "C", "C", "C", "C", "C", "C", "C", "O", "H", "H", "H", "H", "H", "H", "H", "B", "N", "C", "C", "C", "N", "N", "C", "C", "C", "N", "H", "H", "H", "H", "H", "H", "H", "H", "C", "N", "C", "C", "C", "N", "C", "O", "N", "H", "H", "H", "H", "H", "H", "H", "O", "C", "O", "C", "C", "C", "C", "C", "C", "N", "O", "O", "H", "H", "H", "H"],
  "positions_angstrom": [[0.259, 0.082, -0.016], [-1.590, 4.484, -0.603], [-1.531, 3.206, -0.045], [-2.886, 2.224, -0.235], [-0.422, 2.963, 0.600], [-0.169, 1.738, 1.150], [0.200, 1.840, 2.407], [0.529, 0.778, 3.281], [0.932, 1.039, 4.599], [1.221, 0.025, 5.483], [1.099, -1.297, 5.067], [0.693, -1.592, 3.779], [0.402, -0.580, 2.847], [0.026, -0.853, 1.638], [-2.536, 4.821, -0.703], [-0.934, 5.131, -0.189], [0.217, 2.849, 2.836], [1.011, 2.072, 4.910], [1.539, 0.252, 6.494], [1.315, -2.097, 5.763], [0.611, -2.619, 3.448], [1.870, -2.805, -0.162], [2.607, -1.738, 0.683], [3.601, -1.910, 1.556], [3.928, -0.676, 2.093], [3.052, 0.208, 1.466], [2.272, -0.454, 0.616], [1.855, -2.218, -1.580], [2.460, -2.671, -2.679], [2.229, -1.773, -3.704], [1.449, -0.782, -3.112], [1.244, -1.068, -1.828], [2.516, -3.809, -0.164], [0.753, -2.926, 0.230], [4.014, -2.885, 1.741], [4.668, -0.461, 2.841], [2.967, 1.275, 1.569], [3.007, -3.592, -2.671], [2.572, -1.828, -4.720], [1.043, 0.097, -3.578], [2.148, 4.256, -1.873], [1.085, 3.346, -2.196], [0.006, 3.754, -2.971], [-1.034, 2.889, -3.179], [-1.008, 1.642, -2.557], [-0.010, 1.324, -1.682], [1.007, 2.162, -1.484], [1.923, 1.849, -0.708], [-1.905, 0.643, -2.896], [2.160, 5.071, -2.598], [3.098, 3.718, -1.906], [2.019, 4.667, -0.866], [0.054, 4.751, -3.367], [-1.865, 3.168, -3.802], [-2.871, 0.924, -2.770], [-1.707, -0.194, -2.353], [-1.932, -2.773, -1.147], [-2.100, -1.711, -0.553], [-1.200, -0.777, -0.498], [-3.404, -1.336, 0.050], [-3.466, -0.719, 1.306], [-4.682, -0.384, 1.846], [-5.866, -0.607, 1.117], [-5.789, -1.145, -0.179], [-4.578, -1.532, -0.688], [-7.106, -0.325, 1.670], [-7.176, 0.064, 2.863], [-8.141, -0.504, 0.973], [-2.543, -0.537, 1.849], [-4.766, 0.060, 2.827], [-6.702, -1.241, -0.745], [-4.507, -1.970, -1.675]],
  "gap_ha": [0.120, 0.231],
  "total_charge": -2,
  "homo_energy_ev": [0.57, -2.47],
  "relative_energy_kcal_mol": 65.0,
  "s_squared": 2.02,
  "multiplicity": 3
}